# 1
This record from OMol25 describes an isolated molecule of C19H26N2O3. The level of theory is ωB97M-V/def2-TZVPD.

Atoms and positions in Å:
C (-4.1382, 2.4867, -4.7189)
O (-3.0883, 1.5958, -4.4322)
C (-3.2823, 0.8065, -3.2810)
C (-2.9897, 1.5391, -1.9607)
N (-1.5904, 1.8209, -1.7990)
C (-0.8900, 2.7761, -2.6165)
C (0.5173, 2.6385, -2.1350)
C (1.6250, 3.3394, -2.5628)
C (2.8437, 3.0547, -1.9678)
C (2.9226, 2.0973, -0.9742)
C (1.8150, 1.3744, -0.5281)
C (2.1291, 0.3919, 0.5738)
O (3.2513, 0.3659, 1.0588)
N (1.1451, -0.4287, 0.9550)
C (1.3086, -1.3991, 2.0194)
C (0.4044, -0.9863, 3.1886)
C (0.1075, -2.0864, 4.2099)
C (1.2960, -2.9919, 4.5401)
C (1.3933, -4.2006, 3.6096)
C (1.8603, -3.8760, 2.1931)
C (1.0298, -2.8085, 1.4828)
C (0.5847, 1.6583, -1.1344)
C (-0.7895, 1.1297, -0.9567)
O (-1.2075, 0.2491, -0.2142)
H (-4.2368, 3.2703, -3.9593)
H (-5.0935, 1.9556, -4.8038)
H (-3.8952, 2.9472, -5.6745)
H (-4.3100, 0.4185, -3.2546)
H (-2.5893, -0.0332, -3.3812)
H (-3.2817, 0.8947, -1.1278)
H (-3.5569, 2.4742, -1.9099)
H (-0.9973, 2.5300, -3.6792)
H (-1.2824, 3.7886, -2.4594)
H (1.5396, 4.0865, -3.3374)
H (3.7330, 3.5825, -2.2771)
H (3.8674, 1.8775, -0.4991)
H (0.2062, -0.3307, 0.5699)
H (2.3601, -1.3367, 2.3185)
H (0.8783, -0.1403, 3.6916)
H (-0.5444, -0.6314, 2.7769)
H (-0.7142, -2.7098, 3.8520)
H (-0.2402, -1.6000, 5.1244)
H (2.2236, -2.4197, 4.5101)
H (1.1751, -3.3660, 5.5601)
H (0.4145, -4.6854, 3.5638)
H (2.0927, -4.9223, 4.0400)
H (2.9008, -3.5443, 2.2227)
H (1.8281, -4.7974, 1.6056)
H (1.2986, -2.8177, 0.4235)
H (-0.0339, -3.0377, 1.5548)

Computed properties:
**HOMO level**: -8.91 eV
**Total energy**: -29248.950 eV
**SMILES**: COCCN1Cc2cccc(C(=O)NC3CCCCCC3)c2C1=O
**Molar mass**: 330.4 g/mol
**Frontier orbital gap**: 9.263 eV



# 2
This record from OMol25 describes an isolated molecule of C19H26N4O2S at a distorted geometry. The level of theory is ωB97M-V/def2-TZVPD.

Atoms and positions in Å:
C (-1.9445, -4.4516, 0.4877)
C (-1.1588, -3.1886, 0.1670)
C (-2.0058, -1.9371, 0.4172)
N (-1.2245, -0.7464, 0.2140)
C (-0.9746, -0.0451, -0.9328)
C (-1.6982, -0.2129, -2.2169)
C (-3.1146, 0.3929, -2.1258)
C (-3.0469, 1.7518, -1.4863)
C (-2.6453, 2.8577, -2.2229)
C (-2.5116, 4.0941, -1.6187)
C (-2.7733, 4.2388, -0.2672)
C (-3.1773, 3.1431, 0.4746)
C (-3.3143, 1.9081, -0.1330)
N (-0.0590, 0.8568, -0.7127)
N (0.3160, 0.7793, 0.5747)
C (-0.3767, -0.1813, 1.1200)
S (-0.2240, -0.7416, 2.7621)
C (1.5784, -0.4993, 2.9146)
C (2.2025, -1.0743, 1.6520)
O (1.9667, -2.2312, 1.3428)
N (2.9864, -0.2846, 0.8960)
C (3.3188, 1.1131, 1.0661)
C (4.8275, 1.2938, 0.8487)
O (5.2413, 0.8206, -0.4085)
C (4.9211, -0.5435, -0.5598)
C (3.4198, -0.7770, -0.4010)
H (-1.3326, -5.3299, 0.3024)
H (-2.2447, -4.4570, 1.5328)
H (-2.8392, -4.5181, -0.1289)
H (-0.2599, -3.1412, 0.7851)
H (-0.8394, -3.2035, -0.8779)
H (-2.8667, -1.9170, -0.2553)
H (-2.3651, -1.9330, 1.4503)
H (-1.1235, 0.3210, -2.9738)
H (-1.7569, -1.2679, -2.4931)
H (-3.5305, 0.4620, -3.1327)
H (-3.7620, -0.2584, -1.5347)
H (-2.4329, 2.7467, -3.2766)
H (-2.1962, 4.9464, -2.2027)
H (-2.6611, 5.2025, 0.2072)
H (-3.3815, 3.2472, 1.5303)
H (-3.6297, 1.0558, 0.4544)
H (1.8768, -1.0918, 3.7792)
H (1.7584, 0.5557, 3.0879)
H (3.0647, 1.4708, 2.0600)
H (2.7572, 1.6954, 0.3268)
H (5.0876, 2.3530, 0.8778)
H (5.3739, 0.7627, 1.6456)
H (5.2496, -0.8266, -1.5607)
H (5.4672, -1.1419, 0.1861)
H (3.1822, -1.8394, -0.4618)
H (2.8754, -0.2293, -1.1795)

Computed properties:
**HOMO level**: -8.43 eV
**Total energy**: -41015.829 eV
**SMILES**: CCCn1c(CCc2ccccc2)nnc1SCC(=O)N1CCOCC1
**Molar mass**: 374.5 g/mol
**Frontier orbital gap**: 9.073 eV



# 3
This record from OMol25 describes an isolated molecule of C19H26N4O3. The level of theory is ωB97M-V/def2-TZVPD.

Atoms and positions in Å:
C (-7.7579, -0.7987, 0.9983)
N (-6.4154, -1.2849, 0.7577)
C (-6.4271, -2.7039, 0.4667)
C (-5.7309, -0.5354, -0.2821)
C (-5.3376, 0.8661, 0.1884)
C (-4.4134, 1.5716, -0.8066)
N (-3.1024, 0.9757, -0.8607)
C (-1.9842, 1.5690, -0.4425)
O (-1.8768, 2.7057, -0.0107)
C (-0.7633, 0.6491, -0.5779)
O (-0.8708, -0.4888, -1.0028)
N (0.3455, 1.2887, -0.1715)
C (1.6683, 0.8523, -0.1243)
C (2.6420, 1.7348, 0.3319)
C (3.9694, 1.3546, 0.4122)
C (4.3391, 0.0608, 0.0280)
C (3.3659, -0.8164, -0.4645)
C (2.0435, -0.4239, -0.5318)
C (3.8102, -2.1727, -0.9238)
C (4.9059, -2.6708, 0.0071)
C (6.0390, -1.6718, 0.0964)
O (7.2053, -1.9977, 0.1898)
N (5.6677, -0.3573, 0.1095)
C (6.7382, 0.6037, 0.3430)
C (6.2960, 2.0257, 0.0509)
C (5.0305, 2.3206, 0.8495)
H (-8.3978, -0.8634, 0.1030)
H (-8.2112, -1.3915, 1.7910)
H (-7.7209, 0.2369, 1.3277)
H (-6.9741, -2.9469, -0.4583)
H (-5.4029, -3.0612, 0.3698)
H (-6.8982, -3.2309, 1.2948)
H (-6.3421, -0.4594, -1.2013)
H (-4.8230, -1.0914, -0.5293)
H (-6.2267, 1.4838, 0.3142)
H (-4.8399, 0.7840, 1.1553)
H (-4.8591, 1.5515, -1.8069)
H (-4.2641, 2.6110, -0.5039)
H (-2.9969, 0.0176, -1.1722)
H (0.1597, 2.2407, 0.1426)
H (2.3594, 2.7347, 0.6286)
H (1.2971, -1.1044, -0.9067)
H (4.2020, -2.0982, -1.9440)
H (2.9693, -2.8665, -0.9391)
H (4.5043, -2.8031, 1.0168)
H (5.3171, -3.6254, -0.3210)
H (7.5825, 0.3103, -0.2879)
H (7.0653, 0.5174, 1.3866)
H (7.0988, 2.7124, 0.3197)
H (6.0860, 2.1404, -1.0145)
H (4.6943, 3.3456, 0.6872)
H (5.2342, 2.1999, 1.9176)

Computed properties:
**HOMO level**: -7.86 eV
**Total energy**: -32230.176 eV
**SMILES**: CN(C)CCCNC(=O)C(=O)Nc1cc2c3c(c1)CCC(=O)N3CCC2
**Molar mass**: 358.4 g/mol
**Frontier orbital gap**: 8.461 eV



# 4
This record from OMol25 describes an isolated molecule of C19H26N4O5S at a distorted geometry. The level of theory is ωB97M-V/def2-TZVPD.

Atoms and positions in Å:
C (1.7665, 4.9898, 1.2466)
O (2.5899, 4.4650, 0.2312)
C (1.9659, 3.5029, -0.5800)
C (1.8130, 2.1579, 0.1498)
N (1.6696, 1.0279, -0.7288)
C (0.8478, 0.8284, -1.7983)
C (-0.0842, 1.8406, -2.3722)
O (-0.9355, 2.3736, -1.3826)
C (-1.8029, 1.5093, -0.7521)
C (-2.3189, 1.9427, 0.4627)
C (-3.2019, 1.1358, 1.1542)
C (-3.5922, -0.0844, 0.6410)
C (-3.0944, -0.5093, -0.5896)
O (-3.5475, -1.7138, -1.0397)
C (-3.2654, -2.0866, -2.3698)
C (-2.1862, 0.2836, -1.2809)
N (0.9593, -0.3998, -2.2316)
N (1.8452, -1.0386, -1.4613)
C (2.2615, -0.1943, -0.5605)
S (3.4477, -0.5610, 0.6701)
C (2.3686, -0.4985, 2.1621)
C (0.9368, -0.8491, 1.7932)
O (0.1090, 0.0439, 1.6965)
N (0.6446, -2.1416, 1.5924)
C (1.5608, -3.2619, 1.5603)
C (1.4809, -3.9362, 0.1812)
O (0.1628, -4.3410, -0.1042)
C (-0.6976, -3.2252, -0.1242)
C (-0.7103, -2.5230, 1.2353)
H (0.8294, 5.3783, 0.8313)
H (2.3272, 5.8044, 1.7004)
H (1.5325, 4.2434, 2.0128)
H (2.6302, 3.3773, -1.4408)
H (0.9873, 3.8703, -0.9144)
H (0.9501, 2.1727, 0.8253)
H (2.7276, 1.9983, 0.7310)
H (-0.6387, 1.3740, -3.1941)
H (0.4699, 2.6931, -2.7752)
H (-2.0132, 2.9010, 0.8499)
H (-3.5893, 1.4636, 2.1065)
H (-4.2812, -0.7240, 1.1685)
H (-3.6347, -1.3372, -3.0772)
H (-3.7961, -3.0240, -2.5294)
H (-2.1960, -2.2471, -2.5348)
H (-1.7742, -0.0640, -2.2125)
H (2.8065, -1.1811, 2.8870)
H (2.3814, 0.5146, 2.5639)
H (2.5857, -2.9504, 1.7435)
H (1.2533, -3.9792, 2.3313)
H (2.0930, -4.8391, 0.1679)
H (1.8354, -3.2321, -0.5862)
H (-1.6930, -3.6002, -0.3622)
H (-0.3666, -2.5159, -0.8962)
H (-1.3273, -1.6242, 1.2041)
H (-1.0920, -3.2092, 1.9991)

Computed properties:
**HOMO level**: -8.28 eV
**Total energy**: -47156.838 eV
**SMILES**: COCCn1c(COc2cccc(OC)c2)nnc1SCC(=O)N1CCOCC1
**Molar mass**: 422.5 g/mol
**Frontier orbital gap**: 8.778 eV



| no. | LUMO (eV) |
| --- | --- |
| 1 | 0.4 |
| 2 | 0.6 |
| 3 | 0.6 |
| 4 | 0.5 |